No. 1
This record from the Open Molecules 2025 dataset describes a molecular structure, C18H28N5O4S2Ti at a distorted geometry. The level of theory is ωB97M-V/def2-TZVPD.

Element x y z (Å)
Ti  -0.20913  -0.49791  1.01177
S  -1.16282  -2.54878  -2.46376
S  -1.03969  -1.90013  2.92451
O  -1.93073  -0.63638  0.16605
O  -3.97656  0.25574  -0.04941
O  -0.67689  1.55355  -0.54727
O  1.59873  0.02212  1.35536
N  -1.97060  0.66696  2.97857
N  1.22153  -0.45732  -1.70982
N  -0.74923  0.86869  2.31324
N  0.80042  -2.51053  0.15821
N  -3.41431  -0.91670  3.78248
C  3.09583  3.85439  1.94795
C  3.92203  2.83999  1.47157
C  1.77275  3.58437  2.24719
C  -2.25484  1.39852  -2.29798
C  2.38584  -1.16771  -1.22967
C  -0.51994  -3.91119  -1.45716
C  0.27335  -2.02199  -3.43090
C  3.38860  1.56057  1.29492
C  -2.09839  1.54057  -0.79151
C  2.06406  1.27082  1.56939
C  -0.09531  -3.65577  -0.00998
C  -2.76948  0.30771  -0.15152
C  -2.18480  -0.57807  3.21759
C  2.03061  -2.53772  -0.63997
C  -0.15397  2.07183  2.47911
C  0.86728  -0.65079  -3.09219
C  1.19889  2.30041  2.08363
C  -2.72072  2.82001  -0.26529
H  3.12591  -1.32987  -2.03101
H  -2.51214  2.93404  0.80157
H  -3.69292  -1.85489  3.53878
H  -0.05511  -1.98679  -4.47204
H  -1.31866  -4.65372  -1.42128
H  1.22535  0.51957  -1.45787
H  4.01620  0.74683  0.94879
H  1.74076  -0.52888  -3.75886
H  -0.68917  2.83476  3.03655
H  -3.30386  1.51087  -2.57517
H  4.96276  3.03090  1.24201
H  1.13583  4.37386  2.63386
H  0.15008  0.12485  -3.36623
H  0.28352  -4.37579  -2.03227
H  -4.11950  -0.23239  3.54647
H  -1.91332  0.41606  -2.62984
H  1.03744  -2.40744  1.14097
H  -3.80091  2.77880  -0.39249
H  -0.96903  -3.46850  0.61356
H  2.87422  -2.90855  -0.04942
H  1.03694  -2.80121  -3.38126
H  2.85067  -0.56170  -0.46076
H  -2.31498  3.68042  -0.80319
H  1.88994  -3.24750  -1.45302
H  3.48668  4.85450  2.09319
H  -0.52119  2.04979  0.27828
H  0.36297  -4.59224  0.34036
H  -1.66100  2.16896  -2.79473

Forces on atoms 1 to 3 (eV/Å):
Ti -0.28 -0.85 -0.24
S -0.14 0.08 0.10
S -0.15 0.21 -0.01

Summary:
2S+1: 3
Frontier orbital gap (spin up / spin down): 4.45 / 6.85 eV
Net charge: -1
Expectation value of S²: 2.0292

No. 2
This record from the Open Molecules 2025 dataset describes a molecular structure, C18H29AgAs2F12NO11 at a distorted geometry. The level of theory is ωB97M-V/def2-TZVPD.

Element x y z (Å)
Ag  -0.23515  -0.54563  1.04383
As  0.81588  -1.82537  3.90189
As  -3.59462  -2.75880  1.04321
F  -2.74060  -4.27022  0.99140
F  -4.39597  -1.22938  1.13204
F  -2.18833  -1.92078  0.38400
F  -5.01984  -3.53953  1.60050
F  -4.09339  -3.04652  -0.58746
F  -0.52429  -0.75168  3.53927
F  0.40256  -2.73567  2.47907
F  -2.99159  -2.52924  2.62590
F  2.18044  -2.84795  4.18604
F  -0.14175  -2.89552  4.81737
F  1.14598  -0.85498  5.28081
F  1.80413  -0.79736  2.89857
O  3.30089  2.73498  0.31487
O  -0.78694  1.61875  1.80134
O  -0.12646  1.92561  -2.58537
O  2.03521  0.98323  0.37821
O  -2.60223  2.83893  2.17140
O  2.69618  -3.42139  -0.24252
O  0.94395  -4.22601  -1.18338
O  0.89895  -2.08682  -0.43515
O  -0.45629  0.03490  -3.55499
O  -0.63371  3.83267  1.78960
O  -0.95386  0.21153  -1.36778
N  2.76520  1.76949  -0.18852
C  4.33469  -3.19025  1.50550
C  3.65422  2.30600  -3.77029
C  -1.65900  3.32421  -1.32960
C  2.60027  0.30040  -2.14913
C  3.31694  -2.46668  0.63664
C  2.99101  1.51013  -1.61864
C  2.71787  0.10981  -3.51767
C  -4.79724  1.92800  2.42377
C  -0.78473  -1.36936  -3.51334
C  -0.47086  -4.22000  -1.51135
C  1.44481  -3.16076  -0.58407
C  -0.25419  2.78530  -1.44802
C  -0.54557  0.67711  -2.39991
C  3.51905  2.51678  -2.41281
C  -1.30990  2.68848  1.91282
C  3.26925  1.08666  -4.33294
C  -1.32372  5.04838  1.98904
C  -3.34565  1.59200  2.22427
H  2.16688  -0.47632  -1.52951
H  -1.69155  4.14008  -0.60847
H  -2.33985  2.53308  -1.01168
H  -1.98967  3.70898  -2.29521
H  -0.61686  5.86291  1.88450
H  3.81955  -3.68741  2.32208
H  3.38239  0.92791  -5.39673
H  -5.24516  2.42604  1.56182
H  0.03846  2.22314  -0.56061
H  -4.99085  2.54418  3.30169
H  -1.47490  -1.54264  -4.34046
H  0.44841  3.61043  -1.56256
H  -0.89253  -3.23312  -1.35358
H  -3.17350  1.08892  1.27143
H  -5.33737  0.98757  2.56305
H  4.89880  -3.92435  0.92910
H  -0.52647  -4.50884  -2.55897
H  3.78233  -1.67389  0.04877
H  -1.75290  5.09858  2.99512
H  4.14655  3.02917  -4.40827
H  0.12693  -1.93469  -3.69507
H  3.84552  3.45096  -1.97744
H  -2.99846  0.90047  2.99203
H  -2.17165  5.16316  1.31265
H  2.56034  -2.04285  1.28911
H  5.02424  -2.42487  1.86165
H  -0.98952  -4.90664  -0.85625
H  2.36388  -0.82730  -3.93033
H  -1.27462  -1.64612  -2.58623

Forces on atoms 1 to 3 (eV/Å):
Ag -0.07 -0.19 -0.03
As -0.26 -0.02 0.15
As 0.46 -0.57 -0.02

Summary:
Frontier orbital gap: 8.80 eV
Net charge: -1

No. 3
This record from the Open Molecules 2025 dataset describes a molecular structure, C18H29Br12NO2 at a distorted geometry. The level of theory is ωB97M-V/def2-TZVPD.

Element x y z (Å)
Br  14.06904  14.42607  14.89294
Br  12.98505  10.61702  17.14612
Br  7.34889  13.45574  20.36339
Br  10.31281  14.57394  11.17580
Br  9.92371  10.71416  7.61032
Br  10.66550  5.98228  13.61614
Br  6.99056  13.13555  7.21268
Br  13.59938  11.11251  10.06834
Br  9.47860  16.43605  15.06728
Br  5.72694  14.84330  11.21399
Br  8.40430  17.84746  19.82731
Br  6.97306  8.67286  13.07690
O  11.15636  11.38689  13.78064
O  9.97441  10.80692  12.04203
N  10.10772  11.39023  13.12745
C  13.77470  11.66842  15.66613
C  6.56452  12.97590  15.05027
C  13.40842  13.11146  16.15320
C  7.75021  12.87259  15.74590
C  9.27967  7.33114  13.74332
C  6.08661  14.48833  9.28570
C  10.30760  15.41896  13.64298
C  6.96331  13.35916  9.16658
C  8.44119  7.52717  12.48365
C  6.56202  12.68630  13.74302
C  12.34146  11.11789  8.57416
C  8.34946  15.93523  19.61986
C  8.90470  12.10779  13.81958
C  9.33348  15.47663  12.54976
C  11.05763  10.74144  9.18369
C  8.95036  12.43208  15.15613
C  7.74106  12.24002  13.09508
C  7.45878  15.38796  20.66638
H  8.71446  7.05690  14.62673
H  7.84420  15.43594  21.66076
H  6.56650  12.40274  9.50677
H  12.32645  13.24444  16.13209
H  10.36662  14.44310  14.09080
H  8.41351  14.95055  12.74852
H  8.96752  8.03234  11.69095
H  11.19623  15.95212  13.44864
H  5.69194  13.22428  15.62142
H  14.85781  11.52536  15.66088
H  9.10075  16.44605  12.10455
H  7.78322  13.12290  16.79447
H  10.60412  11.42352  9.86834
H  6.44791  15.71340  20.48061
H  8.00188  6.58814  12.18458
H  13.34244  11.30220  14.74970
H  11.07963  9.71612  9.53079
H  13.82998  13.33134  17.11565
H  7.71010  11.95263  12.05530
H  12.40467  12.12178  8.18838
H  9.89330  12.30946  15.69513
H  5.67663  12.70995  13.09492
H  9.34078  15.52253  19.63947
H  9.77614  8.25011  13.99928
H  6.20566  15.45781  8.87629
H  5.09458  14.22162  8.96660
H  12.65793  10.31415  7.92621
H  7.97487  15.82560  18.61343
H  7.99628  13.42008  9.43346

Forces on atoms 1 to 3 (eV/Å):
Br 0.21 0.22 -0.19
Br 0.26 -0.32 -0.39
Br -0.02 -0.38 -0.09

Summary:
Frontier orbital gap: 9.13 eV